14
Properties=species:S:1:pos:R:3 method="wB97M-V/def2-TZVPD" molar_mass_g_mol=123.15 multiplicity=1 homo_lumo_gap_ha=0.25737 total_charge=-1 homo_energy_ev=-3.8113
O -2.13544 -0.58232 -1.39699
C -1.64933 -0.84583 -0.35782
O -2.07708 -1.41030 0.68728
C -0.19361 -0.26116 -0.06475
C -0.12245 0.61163 1.04616
S 1.28584 1.77529 0.82049
H 0.28147 0.00422 -1.04369
H 0.35701 -1.32517 0.18091
H -0.16853 -0.11798 1.97393
H -1.03175 1.18712 1.09192
H 2.32543 0.90763 0.78727
H 2.06959 -0.23690 -1.89514
H 1.70651 -1.67844 -1.48806
O 2.42241 -1.02900 -1.34985



240
Properties=species:S:1:pos:R:3 method="wB97M-V/def2-TZVPD" molar_mass_g_mol=1258.06 multiplicity=2 homo_lumo_gap_ha="0.04642 / 0.28616" s2=0.75 total_charge=-1 homo_energy_ev="0.6377 / -5.8805"
C 4.63504 6.78020 20.03242
C 5.76541 7.69211 19.50331
C 5.81336 7.44151 17.99974
C 6.57430 8.49174 17.12683
C 6.15830 9.90538 17.50858
C 6.05748 10.24086 18.97484
N 5.45120 9.12770 19.71072
O 5.26640 9.45201 21.04221
C 7.53908 10.54978 19.58726
C 5.15828 11.50244 19.20501
C 7.14272 7.30526 20.08172
H 3.80553 6.88295 19.33281
H 4.16514 6.95175 21.00086
H 4.97420 5.74974 19.92653
H 6.41183 6.53104 17.96803
H 4.88044 7.18614 17.49721
H 6.47937 8.38108 16.04662
H 7.63485 8.26335 17.23248
H 5.14969 9.99954 17.10617
H 6.74049 10.68902 17.02376
H 7.60719 10.58385 20.67460
H 8.34574 9.99464 19.10848
H 7.71039 11.58812 19.30334
H 5.48421 12.17631 18.41269
H 4.09066 11.30457 19.10943
H 5.26856 12.00231 20.16733
H 8.08621 7.79959 19.85027
H 7.27957 6.23016 19.96535
H 7.00008 7.42499 21.15569
H 4.35844 9.19242 21.21488
C 13.43643 5.36087 23.53798
C 12.39541 6.48151 23.66329
C 11.79011 6.70212 22.23457
C 10.69120 5.68241 21.80505
C 9.67905 5.59107 22.95909
C 10.25518 5.21923 24.35004
N 11.41668 6.12730 24.72485
O 12.06968 5.69783 25.94098
C 9.17349 5.60471 25.38270
C 10.49486 3.66185 24.30746
C 13.09525 7.88866 23.92460
H 13.14344 4.35698 23.84529
H 14.29916 5.47391 24.19451
H 13.85165 5.21804 22.54033
H 11.38705 7.71009 22.33280
H 12.56763 6.78527 21.47519
H 11.12818 4.69140 21.68234
H 10.16820 5.98067 20.89642
H 9.03420 4.81947 22.53850
H 9.23373 6.58520 22.99786
H 9.45059 5.53376 26.43450
H 8.90160 6.65499 25.27751
H 8.27033 5.04417 25.14148
H 9.79084 3.07291 23.71958
H 11.43324 3.33920 23.85643
H 10.45765 3.14843 25.26826
H 13.36713 8.53754 23.09206
H 13.99741 7.74127 24.51830
H 12.45200 8.50100 24.55658
H 11.93956 6.47601 26.48787
C 3.47310 14.19329 20.32382
C 2.90533 13.76331 21.67269
C 4.09268 13.76533 22.64202
C 4.57902 15.07155 23.08737
C 3.45678 15.91909 23.76760
C 2.10893 15.92783 22.92338
N 1.81104 14.57019 22.29110
O 0.67938 14.54822 21.46900
C 0.99711 16.33796 23.97793
C 2.23269 16.90316 21.75350
C 2.33425 12.26342 21.45021
H 4.20676 13.54483 19.84489
H 4.19399 14.98911 20.51117
H 2.66830 14.55181 19.68207
H 3.71628 13.28704 23.54627
H 4.83516 12.98168 22.49129
H 4.89720 15.84304 22.38618
H 5.37447 14.85139 23.79934
H 3.97175 16.82625 24.08376
H 3.25599 15.31474 24.65222
H 0.76126 15.45772 24.57598
H 1.25997 17.25118 24.51180
H 0.06846 16.46149 23.42075
H 1.72171 16.67406 20.81833
H 2.03091 17.95740 21.94318
H 3.27397 16.98364 21.44146
H 2.11570 12.08715 20.39698
H 1.54513 12.14155 22.19218
H 2.96244 11.45968 21.83425
H -0.01312 14.31772 22.09264
C 5.43630 6.01702 23.76947
C 4.09980 5.71384 24.57989
C 3.69289 7.17018 24.95425
C 2.24040 7.27780 25.39755
C 1.22329 6.76342 24.30810
C 1.64612 5.30982 23.91274
N 3.12240 5.08134 23.68121
O 3.43643 3.77345 23.30407
C 1.10231 4.29342 24.96327
C 0.94720 4.90226 22.53680
C 4.32437 4.88202 25.86394
H 6.21620 6.24075 24.49733
H 5.45889 6.79188 23.00319
H 5.83623 5.07470 23.39506
H 4.28946 7.53105 25.79209
H 3.87102 7.79866 24.08168
H 2.13174 8.32342 25.68562
H 2.13710 6.82395 26.38317
H 1.07227 7.37429 23.41808
H 0.20614 6.76088 24.69991
H 0.06274 4.47988 25.23277
H 1.19200 3.22321 24.77693
H 1.65404 4.55282 25.86683
H -0.12292 4.89815 22.74399
H 1.13915 5.62398 21.74284
H 1.27393 4.00413 22.01267
H 4.63872 3.86495 25.62975
H 3.45834 4.93795 26.52345
H 5.12647 5.28895 26.47969
H 3.61206 3.45701 24.19325
C -1.49622 1.55625 18.44620
C -0.29129 2.44291 17.85102
C -0.52920 2.36426 16.27265
C 0.30404 3.42777 15.50918
C -0.04842 4.78965 16.10948
C 0.07913 4.93469 17.63598
N -0.42320 3.77900 18.37981
O -0.92226 4.02347 19.68611
C 1.58100 5.12733 17.96919
C -0.70317 6.20805 17.93671
C 1.07685 1.92641 18.35108
H -2.45117 1.97931 18.13443
H -1.48310 1.58886 19.53564
H -1.60535 0.48862 18.25555
H -0.14600 1.41793 15.89092
H -1.60095 2.40030 16.07727
H 0.08075 3.34691 14.44536
H 1.36873 3.19888 15.46318
H -1.09727 4.89808 15.83335
H 0.56345 5.50242 15.55663
H 1.63877 4.91433 19.03662
H 2.14576 4.54530 17.24091
H 2.00195 6.12895 17.88166
H -0.30697 6.53923 18.89663
H -0.55704 6.91185 17.11732
H -1.76587 5.98781 18.03813
H 1.58079 1.19990 17.71363
H 0.99576 1.49060 19.34687
H 1.79584 2.74334 18.41233
H -1.84394 3.88424 19.45648
C 4.86822 3.91676 9.64769
C 4.56276 5.00970 10.66728
C 3.00008 5.11739 10.84474
C 2.41829 5.73331 12.17396
C 3.20862 5.06731 13.34893
C 4.77606 5.13492 13.24973
N 5.25963 4.71231 11.92507
O 6.58186 4.47312 11.83605
C 5.36898 6.54655 13.63718
C 5.31869 4.11982 14.27008
C 5.06707 6.23828 10.02134
H 4.22862 4.05769 8.77640
H 4.69389 2.94897 10.11789
H 5.92023 4.05363 9.39742
H 2.59477 5.69765 10.01580
H 2.62719 4.09505 10.78243
H 1.33712 5.67471 12.29934
H 2.58468 6.80949 12.12640
H 2.85083 4.10657 13.71918
H 3.08390 5.63286 14.27235
H 4.95063 7.25475 12.92197
H 4.99947 6.84134 14.61935
H 6.43120 6.74148 13.48950
H 4.81784 4.10919 15.23813
H 5.17946 3.07539 13.99100
H 6.33898 4.24994 14.63087
H 4.83434 6.54142 9.00053
H 6.15120 6.22735 9.90902
H 4.96061 7.09218 10.69039
H 6.66568 3.52237 11.73291
C 10.24955 9.51569 12.97968
C 9.79199 10.14467 14.24816
C 9.86727 9.06624 15.44061
C 11.32979 8.66146 15.73499
C 12.09951 9.93451 16.04202
C 12.05530 11.16330 15.08659
N 10.66753 11.28428 14.56430
O 10.48434 12.37148 13.66269
C 12.42782 12.42226 15.93938
C 12.98596 10.98792 13.91885
C 8.25408 10.70442 14.21603
H 11.06808 8.79873 13.04340
H 10.48165 10.24228 12.20103
H 9.44308 8.88843 12.59985
H 9.48200 9.56588 16.32945
H 9.26397 8.24619 15.05120
H 11.63390 7.94614 14.97084
H 11.49445 8.13280 16.67388
H 13.15309 9.67444 16.14415
H 11.86395 10.04738 17.10025
H 11.61635 12.84575 16.53121
H 13.32219 12.15941 16.50429
H 12.67285 13.21471 15.23224
H 13.98400 10.84138 14.33182
H 12.74249 10.16454 13.24739
H 13.17025 11.89484 13.34299
H 7.99749 11.56528 13.59863
H 7.96329 10.97008 15.23237
H 7.74432 9.85684 13.75793
H 10.17901 12.98021 14.33931
C 9.68761 9.91234 27.49475
C 9.30264 11.23642 26.99281
C 10.29944 11.79023 25.91325
C 10.07115 11.29946 24.49651
C 8.51920 11.67420 24.22659
C 7.51583 10.96704 25.15532
N 7.89811 11.33731 26.52948
O 7.01333 11.05495 27.62610
C 6.04510 11.45918 24.86493
C 7.54356 9.47372 24.76768
C 9.54888 12.24028 28.19016
H 9.49630 9.05873 26.84447
H 9.27309 9.73294 28.48677
H 10.75307 9.73963 27.64662
H 10.35289 12.87779 25.96282
H 11.26974 11.42556 26.25037
H 10.29565 10.24889 24.31205
H 10.63036 11.92446 23.80026
H 8.17272 11.51422 23.20559
H 8.44267 12.75311 24.36151
H 5.48807 10.95098 25.65204
H 5.95297 12.54063 24.76462
H 5.81902 11.08378 23.86690
H 7.34100 9.42246 23.69789
H 8.51347 8.99308 24.89555
H 6.91129 8.88630 25.43346
H 10.51012 12.22872 28.70395
H 9.00514 11.81372 29.03307
H 9.23733 13.24593 27.90783
H 6.80881 11.92929 27.96568



82
Properties=species:S:1:pos:R:3 method="wB97M-V/def2-TZVPD" molar_mass_g_mol=799.63 multiplicity=1 homo_lumo_gap_ha=0.29050 homo_energy_ev=-9.4358
C 4.03145 -0.06457 -0.29035
N 4.03624 -0.37612 1.10577
O 3.12782 0.14085 1.73989
O 4.67842 -1.38568 1.40395
H 4.53302 0.89930 -0.37685
H 3.02751 0.19198 -0.62857
H 4.62367 -0.78335 -0.85667
C 3.49412 -0.38058 -3.61903
N 2.36836 -0.96524 -2.73267
O 2.18146 -0.51694 -1.55875
O 1.78097 -1.91208 -3.29097
H 4.35224 -0.90289 -3.19605
H 3.52796 0.70577 -3.53662
H 3.59135 -0.81844 -4.61248
C 1.11683 -3.14717 -1.19753
N 0.66782 -4.57278 -0.95555
O 1.50174 -5.42428 -0.74241
O -0.55408 -4.82201 -1.33002
H 1.61508 -3.07791 -2.16452
H 1.84800 -2.86820 -0.43880
H 0.21317 -2.56847 -1.38884
C -2.81149 -1.17901 -0.72081
N -2.55499 -0.76253 -2.08634
O -1.41770 -0.50746 -2.43114
O -3.55253 -0.73591 -2.78955
H -2.13986 -1.98772 -0.43271
H -3.87714 -1.35010 -0.56841
H -2.61533 -0.31352 -0.08793
C 0.56563 1.88593 2.28471
N 0.68307 2.43736 0.89072
O -0.14684 3.30668 0.62813
O 1.58837 1.97705 0.15541
H -0.46575 1.57434 2.44983
H 1.12209 2.59031 2.90302
H 1.02778 0.91070 2.13167
C 0.81825 -0.28374 0.07857
N -0.54238 -0.85956 0.31572
O -0.69774 -2.07873 0.12780
O -1.36883 -0.06789 0.79844
H 1.18613 0.15620 1.00551
H 0.71074 0.34731 -0.80366
H 1.56259 -0.98120 -0.30560
C -1.18010 1.66352 -1.26711
N -2.54370 1.73997 -1.94254
O -2.59099 1.91124 -3.17480
O -3.48136 1.76560 -1.14370
H -1.05782 1.60306 -0.18568
H -0.74455 2.59890 -1.61847
H -0.65966 0.82376 -1.72760
C -0.28818 -4.29448 2.14055
C 0.05583 -2.88106 2.55109
O -0.75811 -2.57991 3.63990
S -2.05525 -3.60560 3.77019
O -3.29104 -2.87815 3.56590
O -1.89827 -4.44516 4.97225
O -1.61572 -4.44466 2.39466
H 0.39181 -4.87963 2.75966
H -0.21673 -4.40344 1.05836
H -0.33682 -2.25289 1.75151
H 1.09592 -2.69215 2.81687
C -3.93005 0.94802 3.94340
C -2.69499 1.94862 4.05170
O -2.50761 2.78689 2.93063
S -3.33596 2.08705 1.65329
O -2.47382 1.05930 1.06288
O -3.76625 3.09303 0.71470
O -4.46890 1.44453 2.66865
H -4.60964 1.01588 4.79291
H -3.55716 -0.07612 3.95740
H -1.77269 1.40671 4.26095
H -3.08453 2.57325 4.85558
C 1.44475 3.75285 -3.82605
C 0.65964 4.41466 -2.61797
O 0.36438 3.25936 -1.79253
S 1.61795 2.16640 -1.83496
O 1.28420 0.78472 -1.50542
O 2.67476 2.79216 -1.09100
O 1.92319 2.46111 -3.45555
H 2.34038 4.28980 -4.13854
H 1.00629 3.50898 -4.79371
H -0.18039 5.04091 -2.91841
H 1.40363 5.06298 -2.15507